Record 1
A molecular structure, C12H19Cl2MnN3O in a non-equilibrium geometry. Source: the OMol25 dataset; level of theory: wB97M-V/def2-TZVPD.

ORCA input file:
```
! RIJCOSX wB97M-V def2-TZVPD def2/J DEFGRID3
* xyz 0 4
Mn 0.61314 0.01036 -0.35263
Cl -1.31549 -1.23590 -0.51780
Cl 0.91176 2.16383 0.43898
C 1.77539 -1.16468 0.53339
H 2.72957 -0.58352 0.62386
H 1.89044 -2.07822 -0.11096
C -0.33653 1.63971 -2.35325
C 0.60626 0.71156 -2.30309
H -0.11089 2.58439 -1.87264
C 0.53126 -0.68367 -3.02244
H 1.66912 0.88166 -1.91717
C -0.55954 -0.58620 -4.05189
H 1.52800 -1.06074 -3.38137
H 0.22138 -1.38614 -2.20977
C -1.85497 0.02223 -3.50005
H -0.14541 0.08382 -4.80195
H -0.73017 -1.56530 -4.48039
C -1.69641 1.32998 -2.73102
H -2.49397 0.22644 -4.35416
H -2.36273 -0.70991 -2.86629
H -1.91601 2.17787 -3.38112
H -2.44275 1.37311 -1.92930
C 0.36616 -2.77773 4.21262
N -0.25495 -1.63312 3.54117
C -1.28722 -1.03482 4.22507
C -1.86582 0.09725 3.75793
C -1.33540 0.62956 2.56436
N -0.40992 -0.03374 1.85113
C 0.18081 -1.09014 2.36370
O 1.24844 -1.63708 1.80928
N -1.76155 1.82003 2.10998
H -0.42308 -3.41252 4.62887
H 0.96460 -2.43478 5.06455
H 0.97125 -3.34813 3.51813
H -1.57929 -1.49625 5.16784
H -2.65513 0.65468 4.28855
H -2.30723 2.38102 2.75957
H -1.15021 2.30668 1.44770
*
```

* <S²>: 3.844
* highest occupied orbital energy (spin up / spin down): -7.037 / -6.013 eV
* frontier orbital gap (spin up / spin down): 0.251 / 0.213 Eh
* LUMO (spin up / spin down): -0.00778 / -0.00800 hartree
* energy relative to the best compared isomer or geometry (same formula, charge and spin): 146.56 kJ/mol

natural (NBO) atomic charge list, values in e, 2 entries: 0.840, -0.661



Record 2
A molecular structure, C16H22CdCl2F3N2OP. Source: the OMol25 dataset; level of theory: wB97M-V/def2-TZVPD.

ORCA input file:
```
! RIJCOSX wB97M-V def2-TZVPD def2/J DEFGRID3
* xyz 2 1
C 4.30490 -1.18919 0.95729
C 3.26037 -1.92506 1.80520
C 2.16471 -2.57741 0.97679
O 1.23548 -1.61182 0.43740
C 0.23566 -1.21027 1.32046
C -0.70544 -0.24421 0.51381
C -1.20752 0.79921 1.42867
N -1.62813 1.61469 2.11071
C -1.87883 -1.09788 -0.07232
C -3.00523 -1.46038 0.90777
C -4.28998 -0.67689 0.79916
F -5.29690 -1.31563 1.33431
F -4.64918 -0.50075 -0.54934
F -4.25099 0.54200 1.29077
C 0.12795 0.42289 -0.67100
C 0.11722 -0.52783 -1.79564
N 0.03789 -1.20001 -2.71553
C 1.50095 0.92510 -0.30628
Cl 1.85532 1.18436 1.32791
C 2.42012 1.34027 -1.27005
C 2.12633 1.35978 -2.72072
Cl 3.89741 1.98759 -0.78424
P -0.73830 2.06765 -1.34073
C -2.50005 2.17968 -1.04633
C 0.01172 3.46507 -0.48839
H 4.52591 -1.73719 0.03601
H 3.97875 -0.17871 0.68593
H 5.24423 -1.08355 1.50525
H 3.74358 -2.71322 2.39197
H 2.81388 -1.22667 2.52442
H 1.60703 -3.32915 1.55013
H 2.59010 -3.07272 0.09887
H -0.37644 -2.06833 1.64011
H 0.62756 -0.73103 2.22448
H -1.40016 -2.03547 -0.37144
H -2.27805 -0.67060 -0.99194
H -2.67563 -1.40977 1.95228
H -3.30430 -2.49871 0.73059
H 2.93043 1.83678 -3.28186
H 1.18899 1.93877 -2.90525
H 1.94655 0.35774 -3.12121
H -2.79943 3.16237 -1.43723
H -3.03212 1.41825 -1.61731
H -2.76903 2.14884 0.01696
H 0.09961 3.23188 0.58395
H 1.00279 3.70597 -0.88606
H -0.66222 4.31686 -0.61826
Cd -6.14755 -1.71335 -2.16007
*
```

* highest occupied orbital energy: -13.433 eV
* frontier orbital gap: 0.071 Eh
* LUMO: -0.42305 hartree

natural (NBO) atomic charge list, values in e, 2 entries: -0.612, -0.437



Record 3
A molecular structure, C31H54O27 in a non-equilibrium geometry. Source: the OMol25 dataset; level of theory: wB97M-V/def2-TZVPD.

ORCA input file:
```
! RIJCOSX wB97M-V def2-TZVPD def2/J DEFGRID3
* xyz 0 1
C 0.69927 4.80345 0.46834
O 0.65588 3.89634 -0.61896
C 1.52592 4.03863 -1.59539
O 2.33654 4.98179 -1.81111
O 1.38257 2.98669 -2.28219
C 2.50046 2.45069 -3.00184
H -0.15743 4.62214 1.11741
H 0.88109 5.85363 0.23994
H 1.61118 4.53913 1.00375
H 3.39861 2.24743 -2.41864
H 2.75829 3.06339 -3.86568
H 2.30898 1.48022 -3.45969
C 2.71195 0.08509 -1.74446
O 3.60702 1.04036 -1.20077
C 3.59333 1.28491 0.12857
O 2.95037 0.68798 0.91540
O 4.45962 2.32687 0.29797
C 4.77416 2.69206 1.69293
H 2.70628 -0.90085 -1.27973
H 3.09230 0.12145 -2.76530
H 1.73587 0.56300 -1.82801
H 4.05228 3.38882 2.11897
H 5.77638 3.12041 1.70678
H 4.69530 1.90653 2.44448
C 0.51506 2.24442 -0.14708
O -0.34591 1.20380 0.23530
C -0.23196 0.08695 -0.33962
O 0.55969 -0.26146 -1.18340
O -1.16279 -0.75489 0.18262
C -1.53109 -1.91976 -0.40760
H 1.58362 2.06604 -0.26730
H 0.44694 2.99259 0.64268
H 0.07807 2.65403 -1.05777
H -2.17125 -2.44590 0.30055
H -0.65089 -2.54371 -0.56262
H -1.92481 -1.81136 -1.41820
C -1.93387 5.07007 -0.85494
O -2.85709 4.38454 -0.11450
C -2.45590 3.43577 0.71130
O -1.30722 3.02015 0.69568
O -3.48605 3.03697 1.38218
C -3.44730 1.93388 2.29005
H -0.98758 5.13714 -0.31814
H -2.39464 6.03608 -1.06134
H -1.82011 4.64931 -1.85400
H -2.43538 1.72663 2.63814
H -3.85703 0.99152 1.92650
H -4.04023 2.21256 3.16117
C 2.46440 -1.02073 1.12494
O 1.53468 -1.84742 0.51947
C 1.91306 -3.08138 -0.05620
O 3.01329 -3.48894 -0.36129
O 0.73046 -3.61524 -0.37111
C 0.67589 -4.95935 -0.84499
H 2.26040 -0.74507 2.15958
H 2.36044 -0.12127 0.51809
H 3.47302 -1.41185 0.99145
H -0.31088 -5.38289 -0.65796
H 1.27038 -5.69377 -0.30157
H 0.91088 -4.90946 -1.90818
C -4.08435 1.96850 -1.07515
C -2.63107 1.61826 -1.14493
C -2.35793 0.63585 -2.27115
O -1.75865 1.42533 -3.24555
C -1.54791 2.66377 -2.87721
O -1.15692 3.60177 -3.56940
O -1.86793 2.70891 -1.59647
H -4.26436 2.93336 -0.60108
H -4.79813 1.27304 -0.63362
H -4.56821 1.97125 -2.05185
H -2.19833 1.22446 -0.22529
H -3.24194 0.28855 -2.80592
H -1.65772 -0.17572 -2.07325
C -0.54060 1.58325 2.42553
C 0.45267 0.33007 2.40468
C 1.77473 0.70739 2.97439
O 2.06667 -0.33441 3.85884
C 0.97854 -0.85904 4.25121
O 0.94532 -1.48085 5.29283
O 0.08471 -0.69617 3.28232
H -0.16051 2.01057 1.49762
H -0.27027 2.28448 3.21502
H -1.61153 1.38286 2.45827
H 0.42870 -0.23763 1.47449
H 1.72279 1.72015 3.37407
H 2.63394 0.79989 2.31010
C 1.57397 -4.01593 3.13300
C 0.05061 -3.94506 2.88900
C -0.71552 -2.61711 2.85847
O -1.67568 -2.81651 1.89499
C -1.28034 -3.84494 1.12416
O -1.76409 -4.22687 0.15273
O -0.21236 -4.47578 1.68095
H 2.05849 -3.11136 2.76544
H 2.14228 -4.86130 2.74505
H 1.67629 -4.07698 4.21646
H -0.34923 -4.64479 3.62290
H -0.08049 -1.73986 2.73489
H -1.23453 -2.36699 3.78376
C -1.66363 -5.15898 -1.82643
C -2.14446 -4.29077 -3.03735
C -1.93610 -2.82634 -2.73215
O -1.33662 -2.23995 -3.81739
C -0.76792 -3.18865 -4.58726
O -0.05092 -2.98925 -5.54629
O -1.24609 -4.30645 -4.14006
H -1.73930 -6.23596 -1.97644
H -2.26481 -4.78664 -0.99695
H -0.61159 -4.96983 -1.61304
H -3.15370 -4.56235 -3.34683
H -1.27975 -2.85799 -1.86248
H -2.86072 -2.33938 -2.42229
*
```

* highest occupied orbital energy: -7.569 eV
* frontier orbital gap: 0.281 Eh
* LUMO: 0.00272 hartree
* energy relative to the best compared isomer or geometry (same formula, charge and spin): 3680.85 kJ/mol

Löwdin atomic charge list, values in e, 2 entries: -0.017, -0.189



Record 4
A molecular structure, C9H11ClN2O2PtS in a non-equilibrium geometry. Source: the OMol25 dataset; level of theory: wB97M-V/def2-TZVPD.

ORCA input file:
```
! RIJCOSX wB97M-V def2-TZVPD def2/J DEFGRID3
* xyz 2 5
Cl -3.11442 0.59350 -1.65228
C 0.70132 -1.56813 -1.82291
C 1.91447 -0.81568 -1.57876
C 1.71464 0.49863 -2.02047
H 2.80811 -1.22844 -1.11541
C 0.46078 0.64811 -2.63976
C -0.24650 -0.62669 -2.52243
H -1.03103 -0.95770 -3.20517
H 0.62490 -2.65005 -1.94117
H 2.43525 1.29240 -1.96764
C -0.01215 1.82588 -3.38995
Pt -0.75282 -0.74734 -0.42529
C -0.00067 -1.62691 1.02444
C -2.59961 -0.18265 -0.11744
O 0.55070 -2.19374 1.86888
O -3.37837 -0.27229 0.78170
H 0.35256 2.72849 -2.88887
H -1.10214 1.86994 -3.41366
H 0.35918 1.86237 -4.42615
N -1.07571 -0.16475 4.04888
C 0.03689 0.36255 3.51176
N 1.12788 0.35482 4.29249
S 0.15798 0.99215 1.92684
H -1.11500 -0.49853 5.00047
H -1.92632 -0.22502 3.49766
H 1.98713 0.73552 3.93486
H 1.12295 -0.00644 5.23939
*
```

* <S²>: 6.019
* highest occupied orbital energy (spin up / spin down): -14.568 / -16.802 eV
* frontier orbital gap (spin up / spin down): 0.269 / 0.216 Eh
* LUMO (spin up / spin down): -0.26588 / -0.40143 hartree

natural (NBO) atomic charge list, values in e, 2 entries: 0.080, -0.261



Record 5
A single C5H6N2 molecule in a non-equilibrium geometry. Source: the OMol25 dataset; level of theory: wB97M-V/def2-TZVPD.

ORCA input file:
```
! RIJCOSX wB97M-V def2-TZVPD def2/J DEFGRID3
* xyz 0 1
C 2.41467 1.24370 -0.26900
C 1.89973 0.20942 0.07558
C -1.59200 0.20239 0.41535
C -0.81867 -0.68999 -0.52569
C 0.25002 -1.36762 0.28817
N -1.49728 1.44151 0.54871
N 1.41220 -0.93111 0.51877
H 2.90393 2.12780 -0.54522
H -2.29324 -0.30440 1.07452
H -1.48377 -1.43785 -0.95854
H -0.35785 -0.08719 -1.31424
H -0.82596 1.90229 -0.06763
H -0.01177 -2.30893 0.75923
*
```

* highest occupied orbital energy: -9.320 eV
* SMILES string: [H]/N=C\C/C=N\C#C
* frontier orbital gap: 0.350 Eh
* LUMO: 0.00796 hartree
* energy relative to the best compared isomer or geometry (same formula, charge and spin): 304.76 kJ/mol

natural (NBO) atomic charge list, values in e, 2 entries: -0.296, 0.142



Record 6
A molecular structure, C4H6ClNS in a non-equilibrium geometry. Source: the OMol25 dataset; level of theory: wB97M-V/def2-TZVPD.

ORCA input file:
```
! RIJCOSX wB97M-V def2-TZVPD def2/J DEFGRID3
* xyz 0 1
C -0.92454 0.94136 0.89828
C -0.80492 0.51463 2.12542
C 0.75556 0.25325 -0.03922
C 0.31090 -0.49241 -1.26783
N 1.32997 -0.50893 0.98472
S 0.55394 -0.49358 2.54922
Cl 1.67791 1.72712 -0.44085
H -1.57155 1.54984 0.31901
H -1.45905 0.68328 2.96285
H 1.15960 -1.01383 -1.70851
H -0.09680 0.20507 -1.99436
H -0.44575 -1.23044 -1.00921
H 2.30836 -0.29300 1.14769
*
```

* highest occupied orbital energy: -8.108 eV
* frontier orbital gap: 0.327 Eh
* LUMO: 0.02939 hartree
* energy relative to the best compared isomer or geometry (same formula, charge and spin): 213.35 kJ/mol

natural (NBO) atomic charge list, values in e, 2 entries: -0.196, -0.441



Number 1: E_tot -2779.49207 Ha. Number 2: E_tot -2535.88513 Ha. Number 3: E_tot -3243.75836 Ha. Number 4: E_tot -1586.45298 Ha. Number 5: E_tot -303.51999 Ha. Number 6: E_tot -1069.05733 Ha.